# 1
ORCA calculation (wB97M-V/def2-TZVPD) on a cluster of 2 separate species, C7H5F2NO2S2 in total.

## Properties
SMILES string ... O=C(O)c1ccc(F)c(F)c1.S=NS
F_max ... 3.91 eV/Å
LUMO energy (alpha / beta) ... -1.16 / -1.16 eV
Relative energy (zero: lowest compared OMol25 entry of this formula, charge and spin) ... 68.8 kJ/mol
Highest occupied orbital energy (alpha / beta) ... -8.26 / -8.26 eV

Structure (ORCA input):
```
! wB97M-V def2-TZVPD RIJCOSX def2/J DEFGRID3
* xyz 0 1
C -1.450 0.559 -0.915
C -2.311 -0.510 -1.101
C -0.313 -0.638 0.777
C -0.391 0.491 0.032
C -2.183 -1.667 -0.326
C -1.195 -1.708 0.634
C 0.413 1.654 0.431
N 3.412 -0.072 -0.438
O 1.235 1.671 1.303
O 0.156 2.805 -0.324
F -3.042 -2.672 -0.493
F -1.009 -2.864 1.331
S 3.749 -1.077 -1.631
S 3.214 -0.387 1.174
H -1.691 1.426 -1.570
H -3.175 -0.600 -1.788
H 0.427 -0.758 1.653
H 0.886 3.420 -0.297
H 3.268 0.929 1.547
*
```

# 2
ORCA calculation (wB97M-V/def2-TZVPD) on a cluster of 2 separate species, C6H8N2OS in total.

## Properties
F_max ... 2.95 eV/Å
LUMO energy ... 0.22 eV
Relative energy (zero: lowest compared OMol25 entry of this formula, charge and spin) ... 403.4 kJ/mol
Highest occupied orbital energy ... -8.44 eV

Structure (ORCA input):
```
! wB97M-V def2-TZVPD RIJCOSX def2/J DEFGRID3
* xyz 0 1
C -3.451 -0.083 -0.885
C -2.677 0.914 -0.475
C -2.381 -0.944 0.736
C -0.931 0.833 1.422
C 3.579 -0.626 -0.942
C 2.631 -0.686 0.181
N -3.201 -1.230 -0.174
N -1.961 0.408 0.612
O 1.533 -0.186 0.199
S -0.306 2.440 1.181
H -4.095 -0.075 -1.680
H -2.641 1.965 -0.744
H -1.692 -1.676 1.234
H 4.435 -0.025 -0.694
H 4.043 -1.648 -1.246
H 3.206 -0.128 -1.806
H 0.819 1.915 1.883
H 3.091 -1.168 1.197
*
```

# 3
ORCA calculation (wB97M-V/def2-TZVPD) on a cluster of 15 separate species, H30O15 in total.

## Properties
F_max ... 2.60 eV/Å
LUMO energy ... -0.46 eV
Relative energy (zero: lowest compared OMol25 entry of this formula, charge and spin) ... 341.0 kJ/mol
Highest occupied orbital energy ... -10.80 eV

Structure (ORCA input):
```
! wB97M-V def2-TZVPD RIJCOSX def2/J DEFGRID3
* xyz 0 1
O 3.969 -0.332 -1.150
H 4.504 0.097 -0.466
H 3.812 -1.158 -0.680
O -0.424 3.672 -0.350
H 0.261 3.794 0.299
H -0.810 4.298 -0.955
O -2.149 -2.995 1.115
H -2.789 -2.688 0.457
H -2.521 -2.486 1.846
O 2.419 -2.919 2.931
H 2.396 -2.171 2.343
H 1.647 -3.471 2.787
O 0.276 2.107 2.419
H 1.045 2.042 1.837
H -0.354 1.624 1.863
O -3.593 1.604 -2.018
H -2.725 1.180 -2.028
H -3.584 1.903 -1.097
O -0.231 0.334 -1.321
H 0.175 1.084 -1.782
H 0.221 -0.398 -1.758
O -2.784 2.177 0.743
H -2.566 1.270 0.529
H -2.067 2.795 0.895
O -0.312 -1.002 1.052
H -0.862 -1.475 0.400
H 0.196 -0.729 0.251
O 3.740 0.117 1.597
H 3.891 -0.694 2.086
H 2.947 -0.003 1.066
O -3.742 -0.454 0.192
H -3.786 0.447 0.494
H -4.595 -0.864 0.066
O 2.463 1.263 -2.489
H 2.570 2.025 -3.057
H 3.270 0.955 -2.066
O 1.249 -2.329 -2.778
H 1.968 -2.948 -2.763
H 1.594 -1.490 -2.457
O 0.077 -0.474 4.362
H -0.625 -0.321 3.720
H 0.548 0.333 4.350
O -1.341 -0.886 -4.193
H -0.931 -0.835 -3.325
H -0.922 -0.144 -4.644
*
```